Entry from the OMol25 dataset: the molecule C3H5NS (wB97M-V/def2-TZVPD).

Positions of all 10 atoms, in Å:
C -0.394380 -0.817990 1.200619
C -0.106837 0.082769 -1.047505
C 0.445222 1.173264 -0.215551
H -0.343698 -0.631932 2.373614
H 0.392135 -0.998799 -1.280587
H -0.926853 0.358193 -1.854332
H 1.488321 0.942149 -0.201647
H -0.099192 2.169866 -0.235195
N -0.483491 0.166316 0.293597
S 0.028773 -2.443834 0.966987

Atoms 1-3, force components in eV/Å:
2.3091 -2.3061 3.0049
-2.2374 -2.7900 -3.7249
-1.2373 0.4993 -0.2265

Output
* strongest force on any atom: 5.16 eV/Å
* 2S+1: 1
* ΔE to the lowest compared entry with this formula, charge and spin: 2.668 eV
* structure (SMILES): S=CN1CC1
* total energy: -570.1365 hartree
* E_HOMO: -8.54 eV

---

Entry from the OMol25 dataset: a cluster of 5 separate species, C28H51B3NO18P in total (wB97M-V/def2-TZVPD).

Positions of all 102 atoms, in Å:
C -1.138579 -1.212257 -1.625823
C -0.841072 -1.682355 -3.044008
O -0.655325 -0.555604 -3.895854
C 0.392325 -0.708000 -4.834084
C 1.738942 -0.340781 -4.224524
C 2.798090 0.101907 -5.251545
C 3.139364 1.595923 -5.165150
C 4.385524 1.862660 -4.291424
B 4.080109 2.419483 -2.870512
O 2.853261 2.963581 -2.516701
B 2.568839 3.079151 -1.172549
C 1.262204 3.859821 -0.767522
O 1.305990 4.190781 0.629248
N 0.014747 4.336899 1.224688
O -0.677443 5.075251 0.657585
O 3.359889 2.497836 -0.216743
B 4.451134 1.790954 -0.716744
P 5.077101 0.078017 -0.076368
C 3.600213 -0.983308 -0.468860
C 2.651743 -1.301404 0.694989
C 5.210065 0.174105 1.761898
C 5.751853 -1.157297 2.326058
O 5.029644 2.320075 -1.853968
H -0.663185 -1.842861 -0.878870
H -2.200958 -1.153325 -1.416296
H -0.716654 -0.212029 -1.518744
H 0.071331 -2.282054 -3.037909
H -1.668066 -2.283987 -3.418076
H 0.162337 -0.062401 -5.682312
H 0.397323 -1.738605 -5.202065
H 1.551259 0.439150 -3.484786
H 2.111465 -1.208470 -3.675670
H 3.685386 -0.516216 -5.119208
H 2.429387 -0.129761 -6.253473
H 3.303303 1.982243 -6.168004
H 2.289078 2.102029 -4.712601
H 4.912380 0.920160 -4.120487
H 5.111987 2.503618 -4.793864
H 1.163839 4.746184 -1.396699
H 0.400648 3.212415 -0.955977
H 3.925937 -1.892692 -0.968394
H 3.013909 -0.440137 -1.216777
H 1.964813 -0.472214 0.857060
H 3.190465 -1.487913 1.616977
H 2.038335 -2.166532 0.447979
H 5.954591 0.949378 1.936113
H 4.284367 0.456279 2.258849
H 6.595600 -0.982549 2.988056
H 6.131590 -1.781850 1.515636
H 4.980470 -1.725621 2.836335
C -6.896969 -5.593556 -3.460087
C -5.833936 -4.529385 -3.443484
C -4.589644 -4.823943 -4.251757
O -3.592431 -4.064105 -3.553808
C -3.987584 -3.955987 -2.261134
O -3.308851 -3.549740 -1.376752
O -5.264930 -4.382711 -2.125050
H -6.465695 -6.572321 -3.241129
H -7.654794 -5.391253 -2.704388
H -7.383614 -5.639000 -4.433256
H -6.253459 -3.560535 -3.728320
H -4.648287 -4.505356 -5.288701
H -4.312418 -5.879791 -4.205631
C -6.213295 -10.665218 -0.801124
C -6.821554 -9.344375 -1.191429
C -7.912594 -8.822899 -0.281955
O -8.690564 -8.020181 -1.180748
C -8.537446 -8.530590 -2.426215
O -9.177740 -8.209153 -3.371557
O -7.539812 -9.447760 -2.439178
H -6.988509 -11.404914 -0.598566
H -5.589119 -11.050021 -1.606213
H -5.597650 -10.546245 0.090022
H -6.042977 -8.587389 -1.324716
H -7.549298 -8.217873 0.544025
H -8.546423 -9.626633 0.099572
C 0.216056 4.577114 4.495107
C 0.875248 3.798263 5.600412
C 2.335842 4.112775 5.835742
O 2.827130 2.883121 6.383267
C 2.045027 1.881217 5.903237
O 2.289126 0.726101 6.012759
O 0.956534 2.393007 5.283675
H 0.817507 4.544403 3.589632
H -0.758920 4.157278 4.253641
H 0.080703 5.618577 4.789981
H 0.308994 3.889242 6.532191
H 2.504919 4.928467 6.534884
H 2.864916 4.311211 4.900221
C 3.681940 8.414311 5.169223
C 2.360719 9.099907 5.397946
C 1.776760 8.965031 6.787743
O 0.370844 9.086104 6.536154
C 0.141604 8.662799 5.268069
O -0.929383 8.456582 4.805272
O 1.316238 8.494968 4.610258
H 3.650856 7.381910 5.520911
H 3.922698 8.395818 4.107405
H 4.476219 8.941221 5.697213
H 2.419069 10.152817 5.108359
H 2.102489 9.733543 7.483193
H 1.966907 7.977466 7.216205

Atoms 1-3, force components in eV/Å:
0.2181 0.3932 -0.0847
0.0472 0.1260 0.3244
-0.1225 0.0538 -0.1301

Output
* strongest force on any atom: 1.03 eV/Å
* 2S+1: 1
* ΔE to the lowest compared entry with this formula, charge and spin: 0.000 eV
* structure (SMILES): CCOCCCCCB1OB(CON=O)OB(P(CC)CC)O1.C[C@@H]1COC(=O)O1.C[C@@H]1COC(=O)O1.C[C@@H]1COC(=O)O1.C[C@@H]1COC(=O)O1
* total energy: -2922.7071 hartree
* E_HOMO: -8.07 eV

---

Entry from the OMol25 dataset: a structure of composition C23H29BrFN9S (wB97M-V/def2-TZVPD).

Positions of all 64 atoms, in Å:
F -4.260696 2.207366 3.711656
C -4.130799 1.682959 2.365262
C -4.567256 0.166494 2.244809
C -3.552238 -0.892714 2.905637
C -2.296929 -0.167546 3.550793
C -1.135538 0.209773 2.688591
Br -1.255258 -0.241521 0.761339
C 0.061702 0.945620 3.319967
C 0.033676 1.268489 4.775729
C -1.178009 0.874151 5.670988
N -1.448326 1.095337 7.040996
S -2.958713 0.402451 7.369539
N -3.484024 -0.246261 5.881093
C -2.384659 0.127990 5.067962
H -4.885434 2.286545 1.749141
H -3.110454 1.918768 1.927352
H -5.567371 0.064368 2.777190
H -4.632309 -0.090210 1.135246
H -3.246116 -1.666107 2.119611
H -4.142313 -1.492756 3.681025
H 0.914209 1.252574 2.647393
H 0.894098 1.812627 5.270648
C -5.119694 -1.145282 -2.281357
C -5.944967 -0.251567 -1.418891
N -6.585737 0.442450 -0.749381
H -5.505865 -2.164014 -2.236170
H -5.152669 -0.797304 -3.314194
H -4.084670 -1.140807 -1.937109
C 1.637364 0.468547 -2.110088
C 0.792364 -0.581127 -2.778071
N 0.140146 -1.389846 -3.297158
H 2.518557 0.680644 -2.697559
H 1.055511 1.395006 -1.998924
H 1.943039 0.124398 -1.125143
C 5.882276 0.961500 -1.577142
C 4.934438 2.027558 -2.008841
N 4.195952 2.879934 -2.349678
H 6.823346 1.060521 -2.119218
H 6.076193 1.048947 -0.507582
H 5.453608 -0.020312 -1.782375
C 2.873689 5.915880 -3.660042
C 2.159878 6.257642 -4.923794
N 1.605989 6.522789 -5.904966
H 3.935405 6.142519 -3.760467
H 2.462717 6.496343 -2.833333
H 2.756116 4.854076 -3.442061
C -0.354554 -4.012501 -5.385212
C -0.280625 -4.586958 -6.759743
N -0.222974 -5.033051 -7.826472
H -1.392933 -3.968208 -5.056636
H 0.211483 -4.635412 -4.691831
H 0.062596 -3.005450 -5.379785
C 1.431251 -1.632664 6.939830
C 1.969015 -1.873556 5.568973
N 2.384718 -2.057440 4.504350
H 0.748731 -2.437524 7.214601
H 2.248706 -1.600292 7.660840
H 0.892622 -0.684260 6.956280
C 4.241824 -2.985738 -3.826025
C 3.421859 -1.937545 -3.155158
N 2.781300 -1.116270 -2.633838
H 5.128198 -2.534200 -4.273193
H 4.552558 -3.735066 -3.097209
H 3.655996 -3.470756 -4.608194

Atoms 1-3, force components in eV/Å:
0.5221 -0.9906 -1.6045
-1.3274 0.4583 -0.9828
0.6160 0.2172 0.4548

Output
* strongest force on any atom: 8.62 eV/Å
* 2S+1: 1
* total energy: -4458.4009 hartree
* E_HOMO: -8.83 eV